# 1
DFT (ωB97M-V/def2-TZVPD) results for C40H36F6GdN11OS2 as an isolated structure in a non-equilibrium geometry.

Atoms and positions in Å:
Gd1 13.33 12.82 10.53
S1 8.62 19.32 11.56
N1 9.83 18.74 12.58
C1 10.29 17.60 12.02
C2 11.49 16.86 12.34
C3 12.30 17.34 13.40
C4 13.52 16.67 13.53
C5 13.94 15.71 12.62
N2 13.17 15.26 11.63
C6 11.90 15.78 11.56
C7 11.15 15.37 10.45
N3 11.69 14.42 9.61
C8 11.00 14.18 8.46
C9 9.77 14.74 8.15
C10 9.24 15.76 8.93
C11 9.95 16.03 10.12
C12 9.56 17.19 10.86
N4 8.58 18.05 10.49
H1 11.91 18.04 14.11
H2 14.20 17.01 14.32
H3 15.02 15.37 12.56
H4 11.49 13.56 7.75
H5 9.21 14.43 7.24
H6 8.21 16.10 8.70
C13 19.04 12.13 13.50
C14 18.33 13.21 12.91
C15 17.17 12.95 12.25
C16 16.64 11.64 12.25
C17 17.30 10.54 12.81
C18 18.53 10.84 13.40
N5 15.32 11.56 11.80
N6 14.84 10.29 11.84
C19 14.44 9.82 10.65
C20 14.53 8.38 10.44
C21 14.38 7.93 9.16
C22 14.04 8.81 8.14
C23 13.88 10.15 8.45
N7 14.04 10.62 9.68
H7 19.89 12.27 14.09
H8 18.67 14.22 12.92
H9 16.83 13.74 11.52
H10 16.84 9.51 12.73
H11 19.14 10.01 13.81
H12 14.80 7.66 11.23
H13 14.61 6.89 8.92
H14 13.92 8.44 7.12
H15 13.69 10.85 7.68
N8 11.40 11.32 10.65
C24 10.63 10.42 10.72
N9 9.79 9.44 10.68
C25 8.54 9.58 9.84
C26 7.40 8.91 10.58
C27 7.66 7.40 10.91
C28 9.18 7.11 10.93
C29 10.03 8.23 11.48
H16 8.81 9.12 8.88
H17 8.26 10.61 9.66
H18 6.51 9.09 9.99
H19 7.20 9.50 11.51
H20 7.11 6.83 10.18
H21 7.20 7.05 11.85
H22 9.50 6.80 9.92
H23 9.34 6.24 11.62
H24 11.07 7.91 11.37
H25 9.98 8.52 12.51
C30 14.97 13.61 6.35
C31 15.37 13.51 7.79
O1 14.33 13.15 8.71
C32 15.93 14.94 8.30
F1 15.04 15.91 7.97
F2 17.09 15.30 7.70
F3 16.09 14.97 9.64
C33 16.61 12.51 7.89
F4 17.62 13.00 7.11
F5 17.00 12.41 9.18
F6 16.33 11.26 7.46
H26 14.00 14.13 6.26
H27 14.92 12.61 5.91
H28 15.62 14.19 5.76
N10 10.82 11.09 14.95
C34 10.81 12.18 14.16
S2 12.32 12.68 13.61
N11 9.64 12.87 13.94
C35 8.34 12.58 14.21
C36 7.40 13.61 14.41
C37 6.18 13.27 14.91
C38 5.85 11.93 15.31
C39 6.73 10.95 15.01
C40 7.90 11.22 14.33
H29 11.80 10.80 15.20
H30 10.09 10.98 15.76
H31 9.80 13.77 13.46
H32 7.62 14.66 14.18
H33 5.46 14.12 15.20
H34 4.96 11.79 15.93
H35 6.50 9.90 15.35
H36 8.57 10.45 14.02

Computed properties:
2S+1: 8
Lowest unoccupied orbital energy (spin up / spin down) (Eh): -0.225 / -0.262
Total charge: +2
<S²>: 15.885
Total energy (a.u.): -4384.120211
Strongest force on any atom (hartree/bohr): 0.0693
Relative energy (zero: lowest compared OMol25 entry of this formula, charge and spin) (kJ/mol): 495.7

List of Mulliken charges in e, atom by atom:
1. Gd 0.305
2. S 0.219
3. N -0.684
4. C 0.773
5. C 0.274
6. C -0.954
7. C -0.880
8. C -0.073
9. N 0.159
10. C 0.251
11. C -0.067
12. N 0.227
13. C -0.143
14. C -1.219
15. C -0.491
16. C 0.442
17. C 0.670
18. N -0.636
19. H 0.557
20. H 0.451
21. H 0.266
22. H 0.565
23. H 0.448
24. H 0.437
25. C -0.674
26. C -0.874
27. C 0.429
28. C 0.040
29. C -0.462
30. C -0.577
31. N 0.564
32. N -0.645
33. C 0.639
34. C -0.845
35. C -0.335
36. C -1.162
37. C -0.376
38. N 0.965
39. H 0.487
40. H 0.512
41. H 0.228
42. H 0.405
43. H 0.378
44. H 0.545
45. H 0.484
46. H 0.509
47. H 0.561
48. N -0.407
49. C 0.037
50. N 0.374
51. C -0.746
52. C -0.468
53. C -0.740
54. C -0.842
55. C -0.490
56. H 0.380
57. H 0.472
58. H 0.480
59. H 0.053
60. H 0.323
61. H 0.316
62. H 0.284
63. H 0.402
64. H 0.367
65. H 0.414
66. C -1.792
67. C 0.652
68. O 0.338
69. C 0.316
70. F -0.271
71. F -0.270
72. F -0.115
73. C 0.375
74. F -0.260
75. F -0.047
76. F -0.249
77. H 0.334
78. H 0.411
79. H 0.449
80. N -0.415
81. C 0.218
82. S -0.352
83. N 0.172
84. C 0.576
85. C -0.587
86. C -0.358
87. C -0.539
88. C -0.661
89. C -0.441
90. H 0.275
91. H 0.288
92. H -0.170
93. H 0.420
94. H 0.262
95. H 0.417
96. H 0.327
97. H 0.796


# 2
DFT (ωB97M-V/def2-TZVPD) results for C40H36IrN4P2 as an isolated structure in a non-equilibrium geometry.

Atoms and positions in Å:
Ir1 0.55 -0.07 -0.06
C1 -2.59 -1.68 2.51
N1 -1.50 -1.21 1.67
P1 -0.32 -0.04 1.90
C2 -1.11 1.59 2.07
C3 -0.71 2.56 1.17
C4 -1.33 3.81 1.14
C5 -2.37 4.06 2.02
C6 -2.77 3.10 2.94
C7 -2.13 1.87 2.97
C8 0.36 -0.39 3.55
C9 0.93 0.62 4.32
C10 1.61 0.31 5.49
C11 1.72 -1.01 5.90
C12 1.16 -2.03 5.13
C13 0.49 -1.72 3.95
P2 -1.10 -1.54 0.06
C14 -1.44 -3.31 -0.17
C15 -0.38 -4.21 -0.07
C16 -0.60 -5.57 -0.21
C17 -1.89 -6.04 -0.45
C18 -2.95 -5.14 -0.55
C19 -2.73 -3.78 -0.42
C20 -2.40 -0.80 -1.02
C21 -3.26 0.20 -0.55
C22 -4.12 0.85 -1.42
C23 -4.13 0.53 -2.77
C24 -3.29 -0.47 -3.24
C25 -2.43 -1.13 -2.37
H1 -2.33 -1.53 3.56
H2 -2.75 -2.75 2.36
H3 -3.53 -1.15 2.30
H4 1.28 2.29 0.86
H5 -1.00 4.56 0.44
H6 -2.85 5.03 2.00
H7 -3.58 3.31 3.63
H8 -2.44 1.12 3.69
H9 0.83 1.66 4.02
H10 2.04 1.10 6.09
H11 2.24 -1.26 6.82
H12 1.24 -3.06 5.45
H13 0.07 -2.51 3.35
H14 0.62 -3.83 0.11
H15 0.23 -6.26 -0.14
H16 -2.06 -7.10 -0.56
H17 -3.95 -5.51 -0.74
H18 -3.56 -3.09 -0.52
H19 -3.24 0.47 0.50
H20 -4.79 1.61 -1.03
H21 -4.81 1.04 -3.45
H22 -3.30 -0.74 -4.29
H23 -1.80 -1.93 -2.75
N2 0.79 0.09 -2.18
C26 2.16 0.00 -2.66
C27 2.47 0.03 -3.98
C28 3.83 -0.04 -4.40
C29 4.83 -0.14 -3.49
C30 4.52 -0.16 -2.10
C31 5.52 -0.27 -1.09
C32 5.15 -0.29 0.22
C33 3.76 -0.21 0.54
N3 2.82 -0.11 -0.36
C34 3.19 -0.09 -1.68
H24 0.40 0.99 -2.46
H25 0.22 -0.63 -2.62
H26 1.68 0.11 -4.72
H27 4.05 -0.03 -5.46
H28 5.86 -0.19 -3.80
H29 6.56 -0.33 -1.37
H30 5.87 -0.37 1.01
H31 3.44 -0.23 1.57
N4 0.42 2.25 0.32
C35 0.58 2.90 -0.94
C36 1.83 3.37 -1.32
C37 2.00 3.91 -2.59
C38 0.94 3.99 -3.47
C39 -0.31 3.53 -3.08
C40 -0.50 2.97 -1.82
H32 2.66 3.30 -0.63
H33 2.98 4.27 -2.88
H34 1.08 4.42 -4.46
H35 -1.16 3.59 -3.76
H36 -1.47 2.58 -1.52

Computed properties:
Lowest unoccupied orbital energy (Eh): -0.092
Total charge: +1
Total energy (a.u.): -2551.843215
Strongest force on any atom (hartree/bohr): 0.0321
Relative energy (zero: lowest compared OMol25 entry of this formula, charge and spin) (kJ/mol): 0.0

List of Mulliken charges in e, atom by atom:
1. Ir 1.529
2. C -1.185
3. N 0.358
4. P 1.697
5. C -0.458
6. C -0.108
7. C -0.192
8. C -0.812
9. C -0.914
10. C -0.087
11. C 0.790
12. C -0.710
13. C -0.842
14. C -0.546
15. C -0.825
16. C -0.610
17. P 0.874
18. C 0.496
19. C -0.266
20. C -0.814
21. C -0.515
22. C -0.738
23. C -0.393
24. C 0.783
25. C -0.759
26. C -0.648
27. C -0.669
28. C -0.853
29. C -0.515
30. H 0.452
31. H 0.343
32. H 0.206
33. H 0.430
34. H 0.538
35. H 0.432
36. H 0.476
37. H 0.459
38. H 0.341
39. H 0.436
40. H 0.402
41. H 0.439
42. H 0.295
43. H 0.415
44. H 0.431
45. H 0.413
46. H 0.421
47. H 0.462
48. H 0.067
49. H 0.451
50. H 0.421
51. H 0.455
52. H 0.541
53. N -0.456
54. C 0.280
55. C -0.379
56. C -0.919
57. C -0.900
58. C 0.578
59. C -0.653
60. C -1.021
61. C -0.122
62. N -0.387
63. C 0.055
64. H 0.002
65. H 0.294
66. H 0.513
67. H 0.410
68. H 0.431
69. H 0.441
70. H 0.433
71. H 0.536
72. N 0.033
73. C -0.378
74. C -0.446
75. C -0.817
76. C -0.694
77. C -0.412
78. C -0.081
79. H 0.444
80. H 0.454
81. H 0.454
82. H 0.429
83. H 0.481


# 3
DFT (ωB97M-V/def2-TZVPD) results for C40H36N10O8S4Ti as an isolated structure in a non-equilibrium geometry.

Atoms and positions in Å:
Ti1 -0.24 0.37 0.08
N1 -4.63 -4.14 5.98
C1 -3.85 -3.24 5.24
C2 -4.36 -1.99 4.90
C3 -3.58 -1.08 4.22
C4 -2.28 -1.41 3.87
C5 -1.75 -2.64 4.23
C6 -2.53 -3.55 4.91
S1 -1.23 -0.20 3.04
O1 -2.07 0.92 2.73
O2 -0.15 0.00 3.97
N2 -0.69 -0.88 1.66
C7 -1.71 -1.36 0.91
N3 -2.80 -1.88 1.43
C8 -3.77 -2.26 0.56
C9 -3.64 -2.07 -0.80
C10 -2.45 -1.52 -1.27
N4 -1.44 -1.20 -0.42
H1 -5.62 -4.02 5.83
H2 -4.33 -5.10 5.87
H3 -5.38 -1.75 5.17
H4 -3.95 -0.11 3.93
H5 -0.73 -2.86 3.96
H6 -2.13 -4.52 5.18
H7 -4.65 -2.68 1.03
H8 -4.43 -2.35 -1.49
H9 -2.27 -1.32 -2.31
S2 1.98 -0.94 -0.14
C11 2.84 -1.54 1.24
N5 3.54 -2.75 1.12
C12 4.76 -2.79 1.89
C13 4.40 -2.56 3.35
N6 3.65 -1.35 3.50
C14 3.75 -0.64 4.75
C15 5.00 0.20 4.85
C16 5.24 1.18 3.89
C17 6.36 1.99 3.99
C18 7.26 1.83 5.03
C19 7.03 0.85 5.98
C20 5.91 0.04 5.89
C21 2.94 -0.82 2.43
S3 2.28 0.73 2.54
C22 3.58 -3.45 -0.14
C23 3.71 -4.92 0.11
C24 2.64 -5.62 0.68
C25 2.75 -6.97 0.96
C26 3.93 -7.65 0.71
C27 5.00 -6.96 0.15
C28 4.89 -5.61 -0.14
H10 5.47 -2.01 1.56
H11 5.23 -3.77 1.77
H12 5.31 -2.50 3.96
H13 3.82 -3.44 3.70
H14 3.71 -1.36 5.58
H15 2.88 0.02 4.79
H16 4.51 1.31 3.11
H17 6.52 2.76 3.24
H18 8.12 2.48 5.11
H19 7.74 0.71 6.79
H20 5.74 -0.72 6.65
H21 4.41 -3.10 -0.77
H22 2.64 -3.22 -0.66
H23 1.73 -5.09 0.89
H24 1.91 -7.50 1.39
H25 4.02 -8.70 0.95
H26 5.93 -7.48 -0.05
H27 5.73 -5.09 -0.57
N7 -4.21 3.12 -6.12
C29 -3.12 2.88 -5.27
C30 -1.82 2.91 -5.76
C31 -0.75 2.71 -4.91
C32 -0.98 2.47 -3.56
C33 -2.26 2.45 -3.06
C34 -3.33 2.66 -3.91
S4 0.37 2.15 -2.41
O3 0.16 2.98 -1.26
O4 1.61 2.36 -3.12
N8 0.20 0.61 -1.89
C35 0.33 -0.31 -2.84
N9 0.31 0.09 -4.12
C36 0.56 -0.81 -5.05
C37 0.81 -2.14 -4.76
C38 0.72 -2.48 -3.41
N10 0.48 -1.60 -2.46
H28 -4.06 2.90 -7.09
H29 -5.08 2.76 -5.76
H30 -1.65 3.08 -6.82
H31 0.27 2.70 -5.27
H32 -2.42 2.27 -2.01
H33 -4.34 2.64 -3.52
H34 0.55 -0.45 -6.07
H35 1.04 -2.87 -5.52
H36 0.86 -3.50 -3.07
O5 -2.88 3.25 0.30
C39 -1.98 2.45 0.45
O6 -1.88 1.31 -0.15
C40 -0.72 2.71 1.33
O7 -0.59 3.68 2.04
O8 0.13 1.76 1.13

Computed properties:
2S+1: 3
Lowest unoccupied orbital energy (spin up / spin down) (Eh): 0.143 / 0.143
Total charge: -2
<S²>: 2.019
Total energy (a.u.): -5137.764647
Strongest force on any atom (hartree/bohr): 0.0651
Relative energy (zero: lowest compared OMol25 entry of this formula, charge and spin) (kJ/mol): 235.1

List of Mulliken charges in e, atom by atom:
1. Ti 0.490
2. N -0.626
3. C 1.184
4. C -0.780
5. C -0.484
6. C -0.461
7. C -0.751
8. C -0.774
9. S 1.620
10. O -0.812
11. O -0.684
12. N 0.229
13. C 0.228
14. N -0.391
15. C -0.666
16. C -1.019
17. C -0.107
18. N 0.702
19. H 0.216
20. H 0.222
21. H 0.255
22. H 0.554
23. H 0.564
24. H 0.259
25. H 0.448
26. H 0.379
27. H 0.409
28. S -0.329
29. C 0.131
30. N 0.522
31. C -0.658
32. C -0.848
33. N 0.325
34. C -1.804
35. C 1.102
36. C -0.015
37. C -0.917
38. C -0.313
39. C -0.530
40. C -0.432
41. C -0.327
42. S -0.246
43. C -0.594
44. C 0.187
45. C -0.407
46. C -0.616
47. C -0.357
48. C -0.607
49. C -0.249
50. H 0.260
51. H 0.401
52. H 0.440
53. H 0.222
54. H 0.495
55. H 0.322
56. H 0.233
57. H 0.408
58. H 0.354
59. H 0.350
60. H 0.326
61. H 0.285
62. H 0.018
63. H 0.548
64. H 0.379
65. H 0.350
66. H 0.363
67. H 0.383
68. N -0.622
69. C 1.276
70. C -0.777
71. C -0.374
72. C -0.308
73. C -0.278
74. C -1.219
75. S 1.332
76. O -0.737
77. O -0.815
78. N 0.478
79. C 0.220
80. N -0.468
81. C -0.271
82. C -1.071
83. C -0.164
84. N -0.054
85. H 0.212
86. H 0.218
87. H 0.267
88. H 0.505
89. H 0.514
90. H 0.308
91. H 0.404
92. H 0.381
93. H 0.456
94. O -0.787
95. C 0.785
96. O -0.508
97. C 0.608
98. O -0.761
99. O -0.106